The following is a quantum chemistry calculation of an isolated molecule of C6H12O, from the Open Molecules 2025 dataset.

Output
Kohn-Sham gap in eV: 8.397
F_max in eV/A: 0.66
ΔE to the lowest compared entry with this formula, charge and spin in kJ/mol: 360.7
E_HOMO in eV: -8.3624

Element x y z (Å)
C1 1.2272 -1.3417 -1.0214
C2 -0.1824 1.2120 1.1721
C3 0.4306 1.6949 -0.1450
C4 -1.7944 -0.2561 -0.1441
C5 -0.4859 -0.0974 0.5611
C6 0.4393 -1.1778 0.5608
O1 1.6974 -0.2135 -1.4783
H1 0.9723 0.8143 -0.8430
H2 1.9831 -2.0943 -0.7483
H3 0.4301 -1.8161 -1.6254
H4 0.5503 1.1476 1.9746
H5 -1.0591 1.7684 1.5015
H6 1.3327 2.2837 0.0125
H7 -0.2918 2.2084 -0.7726
H8 -2.4943 -0.7575 0.5344
H9 -2.2433 0.7000 -0.4139
H10 -1.7063 -0.8589 -1.0481
H11 -0.0500 -2.1466 0.6401
H12 1.2447 -1.0694 1.2832



The following is a quantum chemistry calculation of an isolated molecule of C6H12O, from the Open Molecules 2025 dataset.

Output
Kohn-Sham gap in eV: 10.683
F_max in eV/A: 0.60
ΔE to the lowest compared entry with this formula, charge and spin in kJ/mol: 41.0
SMILES: C[C@H]1CO[C@@H](C)C1
E_HOMO in eV: -9.5651

Element x y z (Å)
C1 0.8565 -1.2966 -1.8210
C2 0.7863 -0.8055 -0.3711
C3 1.2760 0.6268 -0.1857
O1 0.8075 1.0322 1.0834
C4 -0.4818 0.4122 1.3052
C5 -1.5617 1.4745 1.2362
C6 -0.6322 -0.7051 0.2462
H1 1.8577 -1.5968 -2.1584
H2 0.4842 -0.5569 -2.5378
H3 0.2342 -2.1788 -1.9550
H4 1.3815 -1.4897 0.2539
H5 2.3687 0.6670 -0.2420
H6 0.8696 1.2589 -1.0005
H7 -0.4506 -0.0090 2.3222
H8 -1.2313 2.3162 1.8442
H9 -2.5198 1.1080 1.6154
H10 -1.7193 1.8165 0.2080
H11 -1.3580 -0.4234 -0.5367
H12 -0.9675 -1.6505 0.6935



The following is a quantum chemistry calculation of a cluster of 2 separate species, C6H12O in total, from the Open Molecules 2025 dataset.

Output
Kohn-Sham gap (spin up / spin down) in eV: 6.239 / 10.099
F_max in eV/A: 1.33
ΔE to the lowest compared entry with this formula, charge and spin in kJ/mol: 485.3
E_HOMO (spin up / spin down) in eV: -6.4852 / -9.1834

Element x y z (Å)
C1 -0.4684 0.0180 -1.9216
C2 0.6844 0.0460 -0.8964
C3 0.9076 1.2424 -0.0654
O1 0.5327 1.1122 1.1926
C4 0.1535 -0.2764 1.4696
C5 -1.2827 -0.2948 1.9245
C6 0.4660 -1.0492 0.1787
H1 -0.2884 0.7549 -2.7025
H2 -1.4265 0.2507 -1.4444
H3 -0.5082 -0.9760 -2.3819
H4 1.6178 0.0096 -1.4943
H5 1.5110 2.1012 -0.2698
H6 1.2054 1.9389 -2.2049
H7 0.8120 -0.6046 2.2804
H8 -1.3948 0.3447 2.8031
H9 -1.5733 -1.3188 2.1803
H10 -1.9388 0.0746 1.1302
H11 -0.3660 -1.7103 -0.0825
H12 1.3567 -1.6631 0.3042



The following is a quantum chemistry calculation of an isolated molecule of C6H12O, from the Open Molecules 2025 dataset.

Output
Kohn-Sham gap (spin up / spin down) in eV: 8.708 / 6.640
F_max in eV/A: 1.51
ΔE to the lowest compared entry with this formula, charge and spin in kJ/mol: 383.8
E_HOMO (spin up / spin down) in eV: -7.9183 / -6.2348

Element x y z (Å)
C1 -1.5043 0.3586 -1.0805
C2 -1.0811 0.6231 0.3097
O1 -2.0180 0.7443 1.2671
C3 1.3417 -0.9058 -1.1966
C4 1.0534 -1.1939 0.2100
C5 1.1812 -0.0337 1.2262
C6 0.2653 1.0781 0.6895
H1 -1.2924 -0.6807 -1.4089
H2 -0.9203 0.9839 -1.7698
H3 -2.5739 0.5583 -1.2303
H4 -2.8946 0.5698 0.8954
H5 0.6020 -0.5227 -1.8853
H6 2.2060 -1.3768 -1.6582
H7 -0.0401 -1.4426 0.3443
H8 1.6626 -2.0351 0.5693
H9 2.2082 0.3508 1.3027
H10 0.8566 -0.3714 2.2217
H11 0.7776 1.4117 -0.2355
H12 0.1701 1.8843 1.4290



The following is a quantum chemistry calculation of an isolated molecule of C6H12O, from the Open Molecules 2025 dataset.

Output
Kohn-Sham gap in eV: 10.856
F_max in eV/A: 0.32
ΔE to the lowest compared entry with this formula, charge and spin in kJ/mol: 152.5
SMILES: COCC1(C)CC1
E_HOMO in eV: -9.8107

Element x y z (Å)
C1 2.8190 0.0809 -0.1632
O1 1.4604 0.1589 -0.4952
C2 0.6084 -0.2587 0.5512
C3 -0.8109 0.0224 0.1118
C4 -1.3080 1.4266 0.4073
C5 -1.1911 -0.6380 -1.1812
C6 -1.8261 -1.0906 0.1015
H1 3.0875 -0.9065 0.2450
H2 3.0967 0.8495 0.5742
H3 3.3881 0.2442 -1.0822
H4 0.7648 -1.3322 0.7550
H5 0.8489 0.2894 1.4785
H6 -0.4808 2.1427 0.3622
H7 -1.7594 1.4881 1.4059
H8 -2.0621 1.7423 -0.3218
H9 -0.4432 -1.2791 -1.6390
H10 -1.7766 -0.0627 -1.8914
H11 -1.5536 -2.0653 0.4984
H12 -2.8620 -0.8120 0.2830



The following is a quantum chemistry calculation of an isolated molecule of C6H12O, from the Open Molecules 2025 dataset.

Output
Kohn-Sham gap in eV: 9.643
F_max in eV/A: 1.01
ΔE to the lowest compared entry with this formula, charge and spin in kJ/mol: 282.3
SMILES: CC1(C)OC1(C)C
E_HOMO in eV: -8.7143

Element x y z (Å)
C1 1.3202 0.9839 0.2650
C2 0.7695 -0.4498 0.3037
C3 1.4593 -1.5054 -0.6065
O1 -0.1557 -1.1187 1.1810
C4 -0.6945 -0.1334 0.3294
C5 -1.3228 0.9643 1.2107
C6 -1.3728 -0.2602 -0.9943
H1 2.2668 0.9284 -0.2527
H2 1.3615 1.5297 1.2039
H3 0.6575 1.5851 -0.4032
H4 0.8556 -1.6538 -1.5030
H5 1.5615 -2.5129 -0.1581
H6 2.4691 -1.2251 -0.9438
H7 -1.4705 1.9382 0.7275
H8 -2.3225 0.5857 1.4692
H9 -0.7948 1.1176 2.1589
H10 -2.3777 -0.6425 -0.8741
H11 -0.7900 -0.8823 -1.6718
H12 -1.4198 0.7513 -1.4420



The following is a quantum chemistry calculation of an isolated molecule of C6H12O, from the Open Molecules 2025 dataset.

Output
Kohn-Sham gap in eV: 10.468
F_max in eV/A: 0.40
ΔE to the lowest compared entry with this formula, charge and spin in kJ/mol: 111.2
SMILES: C[C@H]1OCC1(C)C
E_HOMO in eV: -9.5195

Element x y z (Å)
C1 -1.6460 -1.3776 0.0570
C2 -0.1701 -1.1233 -0.1675
O1 0.1554 -1.1094 -1.5676
C3 0.6274 0.2376 -1.4956
C4 0.4005 0.3130 0.0272
C5 1.6796 0.3939 0.8782
C6 -0.5927 1.3875 0.4653
H1 -1.9084 -2.3764 -0.3068
H2 -1.8956 -1.3210 1.1229
H3 -2.2563 -0.6550 -0.4931
H4 0.4200 -1.8957 0.3484
H5 -0.0047 0.9151 -2.0884
H6 1.6660 0.3277 -1.8418
H7 2.0445 -0.5974 1.1775
H8 1.5069 0.9679 1.7944
H9 2.4861 0.8993 0.3338
H10 -0.9146 1.2190 1.5001
H11 -1.4830 1.4211 -0.1745
H12 -0.1149 2.3737 0.4305



The following is a quantum chemistry calculation of an isolated molecule of C6H12O, from the Open Molecules 2025 dataset.

Output
Kohn-Sham gap in eV: 10.673
F_max in eV/A: 0.26
ΔE to the lowest compared entry with this formula, charge and spin in kJ/mol: 32.7
SMILES: C[C@H]1CO[C@@H](C)C1
E_HOMO in eV: -9.5633

Element x y z (Å)
C1 1.0593 -0.4473 2.0578
C2 0.3542 0.4488 1.0488
C3 1.1924 0.7869 -0.1830
O1 0.2636 1.2348 -1.1468
C4 -0.9106 0.4262 -1.0355
C5 -0.9282 -0.6296 -2.1333
C6 -0.8862 -0.1757 0.3898
H1 1.9719 0.0243 2.4411
H2 1.3418 -1.4013 1.5950
H3 0.4141 -0.6694 2.9147
H4 0.0681 1.3937 1.5285
H5 1.9239 1.5844 -0.0207
H6 1.7341 -0.1109 -0.5339
H7 -1.7616 1.1050 -1.1666
H8 -0.9210 -0.1581 -3.1204
H9 -1.8185 -1.2643 -2.0544
H10 -0.0443 -1.2741 -2.0565
H11 -0.7758 -1.2670 0.3408
H12 -1.8057 0.0358 0.9443



The following is a quantum chemistry calculation of an isolated molecule of C6H12O, from the Open Molecules 2025 dataset.

Output
Kohn-Sham gap (spin up / spin down) in eV: 10.014 / 5.865
F_max in eV/A: 1.82
ΔE to the lowest compared entry with this formula, charge and spin in kJ/mol: 429.4
E_HOMO (spin up / spin down) in eV: -9.6560 / -7.3981

Element x y z (Å)
C1 2.2372 -0.4382 0.2015
C2 1.5142 0.6961 -0.5527
C3 0.1997 0.9505 0.0528
C4 -1.0785 0.9956 -0.6499
C5 -2.0565 -0.0496 -0.0771
C6 -1.1501 -1.3185 0.0985
O1 -0.3476 -1.5708 -0.9043
H1 2.3627 -0.1937 1.2613
H2 1.6382 -1.3441 0.0790
H3 3.2269 -0.5898 -0.2383
H4 2.1088 1.6222 -0.4611
H5 1.4017 0.4353 -1.6063
H6 0.2137 1.3084 1.0862
H7 -1.5211 1.9940 -0.4945
H8 -0.9228 0.7818 -1.7087
H9 -2.8836 -0.1990 -0.7821
H10 -2.4706 0.2667 0.8896
H11 -0.5426 -0.9359 1.0276
H12 -1.8106 -2.1576 0.4275



The following is a quantum chemistry calculation of a cluster of 2 separate species, C6H12O in total, from the Open Molecules 2025 dataset.

Output
Kohn-Sham gap in eV: 10.646
F_max in eV/A: 0.34
ΔE to the lowest compared entry with this formula, charge and spin in kJ/mol: 288.9
SMILES: C=C(C)[C@H]1O[C@H]1C.[H][H]
E_HOMO in eV: -9.5435

Element x y z (Å)
C1 2.0963 0.2401 0.7330
C2 0.6523 0.6733 0.6667
C3 -0.1115 0.8178 1.7474
C4 0.1661 1.0778 -0.6925
O1 0.3475 0.1923 -1.7940
C5 -0.9852 0.5733 -1.4613
C6 -1.9448 -0.5322 -1.0983
H1 2.3032 -0.3381 1.6399
H2 2.3691 -0.3674 -0.1369
H3 2.7476 1.1222 0.7396
H4 0.3393 -1.9848 0.3433
H5 -1.1443 1.1486 1.6762
H6 0.2745 0.5978 2.7408
H7 0.0866 -1.5233 0.8648
H8 0.4774 2.0989 -0.9322
H9 -1.4130 1.2989 -2.1592
H10 -1.4527 -1.3344 -0.5515
H11 -2.3546 -0.9600 -2.0211
H12 -2.7845 -0.1590 -0.5021



Q: The highest ΔE to the lowest compared entry with this formula, charge and spin belongs to which entry?
A: number 3



Q: What is the F_max in the third record?
A: 1.33 eV/A



Q: Among the records above, which one has the lowest F_max?
A: number 8